Entry 1:
{
  "formula": "C7H24N6O7",
  "method": "ωB97M-V/def2-TZVPD",
  "species": ["C", "O", "N", "N", "H", "H", "H", "H", "C", "O", "N", "N", "H", "H", "H", "H", "C", "O", "N", "N", "H", "H", "H", "H", "C", "C", "O", "O", "H", "H", "H", "H", "H", "H", "C", "C", "O", "O", "H", "H", "H", "H", "H", "H"],
  "xyz": [[0.15588, 0.82496, 0.62760], [1.27237, 0.88916, 0.10097], [-0.78650, -0.08395, 0.27058], [-0.27454, 1.76491, 1.51445], [-1.68340, -0.01954, 0.72453], [-0.75417, -0.66255, -0.55597], [0.21506, 2.63416, 1.62237], [-1.23700, 1.79394, 1.80559], [-0.59512, -3.48536, -1.59370], [-0.74842, -4.31032, -0.70692], [0.58278, -3.16025, -2.17981], [-1.64595, -2.61905, -1.93007], [0.65341, -2.72175, -3.08345], [1.41137, -3.68475, -1.95409], [-1.63919, -2.22991, -2.85887], [-2.52336, -2.78255, -1.46028], [0.80030, 1.74231, -3.43530], [0.74197, 1.75346, -4.65728], [-0.02883, 2.48920, -2.61528], [1.76726, 1.06655, -2.74994], [-0.70172, 3.13154, -2.97833], [-0.00712, 2.21474, -1.64836], [2.53759, 0.69538, -3.27053], [1.69288, 0.89206, -1.75097], [-4.25238, -0.51883, 1.00479], [-3.83959, -1.96182, 1.27276], [-3.87835, -2.71022, 0.04753], [-3.40721, 0.43294, 1.69317], [-5.26169, -0.35005, 1.38088], [-4.27553, -0.31638, -0.06544], [-4.58240, -2.42479, 1.93854], [-2.89368, -2.06820, 1.80802], [-3.66077, -3.62496, 0.26218], [-3.86991, 0.70314, 2.48862], [4.71717, 1.45846, 1.55091], [4.04298, 2.26345, 2.63229], [2.77913, 1.69686, 2.99001], [3.98981, 1.32536, 0.36868], [4.96860, 0.48494, 2.02801], [5.73040, 1.81077, 1.33208], [3.81942, 3.27618, 2.28383], [4.64461, 2.37557, 3.53812], [2.93735, 0.96108, 3.58859], [3.08648, 1.05412, 0.61951]],
  "e_homo_ev": -9.115,
  "smiles": "NC(N)=O.NC(N)=O.NC(N)=O.OCCO.OCCO"
}

---

Entry 2:
{
  "formula": "C7H24O7",
  "method": "ωB97M-V/def2-TZVPD",
  "species": ["O", "C", "C", "C", "C", "C", "C", "C", "H", "H", "H", "H", "H", "H", "H", "H", "H", "H", "H", "H", "H", "H", "O", "H", "H", "O", "H", "H", "O", "H", "H", "O", "H", "H", "O", "H", "H", "O"],
  "xyz": [[2.61896, -0.37424, 2.93229], [2.00027, -0.82107, 2.01832], [2.15021, -0.11014, 0.59467], [1.86850, 1.39245, 0.85097], [0.43938, 1.72745, 0.68665], [-0.52983, 1.29442, 1.60290], [0.14901, 2.38475, -0.61379], [0.84028, 3.80335, -0.75052], [1.26598, -1.64676, 2.05206], [3.17785, -0.31952, 0.31021], [1.45516, -0.57276, -0.09564], [2.45862, 1.98972, 0.15729], [2.24477, 1.68077, 1.84409], [-0.07263, 0.82269, 2.46719], [-1.58813, 1.47298, 1.47172], [0.32834, 1.67422, -1.42682], [-0.90781, 2.65476, -0.64033], [1.22420, 4.22006, 0.17539], [0.04282, 4.46774, -1.06897], [1.57756, 3.68386, -1.53360], [2.31777, -2.86210, -1.91982], [2.71006, -2.01145, -0.71368], [1.96231, -2.26223, -1.25578], [-0.99117, -3.77036, -0.81247], [0.29062, -2.88515, -0.69593], [-0.64550, -2.88380, -0.94164], [-2.21019, -0.81821, -2.19589], [-3.21254, -1.76032, -2.11691], [-3.14291, -0.80936, -1.92296], [-1.95672, -2.73890, 3.20697], [-1.75098, -3.35844, 1.86707], [-1.42915, -3.40828, 2.77048], [-1.66437, 1.74252, -3.62880], [-2.47537, 0.57911, -3.67600], [-1.60356, 0.82522, -3.33047], [-2.07485, -0.86891, 0.67311], [-2.42951, -0.80239, 2.22489], [-2.43744, -1.33168, 1.43374]],
  "s_squared": 0.753,
  "spin_multiplicity": 2,
  "e_homo_ev": [-13.373, -13.369],
  "total_charge": 1
}

---

Entry 3:
{
  "formula": "C7H25NO4",
  "method": "ωB97M-V/def2-TZVPD",
  "species": ["C", "N", "C", "C", "C", "C", "C", "C", "H", "H", "H", "H", "H", "H", "H", "H", "H", "H", "H", "H", "H", "H", "H", "H", "H", "H", "H", "O", "H", "H", "O", "H", "H", "O", "H", "H", "O"],
  "xyz": [[1.04873, -0.46625, 1.67919], [0.28858, 0.67912, 1.15089], [0.90782, 1.55594, 0.19503], [0.10941, 1.77773, -1.11640], [0.55209, 3.16550, -1.68065], [0.54166, 0.71771, -2.14885], [1.60561, -1.33349, 0.55195], [1.91480, -2.71312, 1.16641], [0.26528, -1.05896, 2.16720], [1.74398, -0.19552, 2.47747], [-0.38750, 1.08379, 1.78098], [1.93043, 1.30991, -0.10008], [1.21009, 2.53073, 0.62162], [-0.91912, 1.71990, -0.78049], [0.65338, 3.09930, -2.75980], [1.55093, 3.40334, -1.31053], [-0.14581, 3.89702, -1.27897], [-0.01062, -0.19983, -1.97854], [0.33779, 1.05391, -3.16814], [1.61411, 0.52039, -2.13899], [2.47767, -0.81462, 0.15949], [0.88435, -1.56265, -0.22976], [2.62214, -3.29892, 0.58093], [1.00422, -3.29977, 1.28014], [2.34094, -2.55323, 2.16052], [0.42593, -2.76653, -2.91147], [-0.53159, -2.94038, -1.78307], [0.23922, -3.36713, -2.18024], [-1.02532, -0.29763, -0.27998], [-2.48250, 0.20799, -0.61563], [-1.87483, -0.52890, -0.70023], [-3.78064, 0.89073, 2.26235], [-3.17166, 1.87554, 1.19944], [-3.15609, 1.61227, 2.12202], [-2.85008, -1.26060, 1.10167], [-2.60999, -1.31103, 2.56423], [-3.32340, -1.13226, 1.94029]],
  "e_homo_ev": -8.837,
  "smiles": "CCCNCC(C)C.O.O.O.O"
}

---

Entry 4:
{
  "formula": "C7H26N10O7Zn",
  "method": "ωB97M-V/def2-TZVPD",
  "species": ["Zn", "C", "O", "N", "N", "H", "H", "H", "H", "C", "O", "N", "N", "H", "H", "H", "H", "C", "O", "N", "N", "H", "H", "H", "H", "C", "O", "N", "N", "H", "H", "H", "H", "C", "O", "N", "N", "H", "H", "H", "H", "C", "C", "O", "O", "H", "H", "H", "H", "H", "H"],
  "xyz": [[-0.37568, 0.45878, 0.03745], [-0.89827, -0.59401, -2.74045], [-1.19696, -0.14286, -1.65361], [-1.14112, -1.83969, -3.10104], [-0.32876, 0.15140, -3.67877], [-1.22422, -2.18777, -4.04552], [-1.90339, -2.15798, -2.51989], [-0.36507, -0.10572, -4.65482], [-0.02522, 0.99498, -3.21366], [-2.41711, -1.74639, 1.17172], [-1.69517, -0.82426, 0.90908], [-2.46787, -2.45194, 2.29704], [-3.26016, -2.24527, 0.27674], [-3.06439, -3.25623, 2.42886], [-1.98026, -2.16209, 3.13271], [-3.40627, -3.22777, 0.45963], [-3.77583, -1.57864, -0.27984], [-2.52861, 2.62890, 0.83580], [-1.72324, 1.91594, 0.21973], [-2.45032, 3.89324, 0.85722], [-3.66979, 2.15630, 1.27003], [-3.26559, 4.44279, 1.08838], [-1.71702, 4.41394, 0.39762], [-4.32460, 2.90393, 1.44998], [-3.76648, 1.16294, 1.42491], [1.28534, 0.95454, 2.82049], [0.51945, 0.81281, 1.88931], [2.39966, 0.34182, 2.96101], [1.25418, 1.89223, 3.68523], [2.44267, -0.51344, 2.42548], [3.21033, 0.92321, 3.11878], [0.52060, 2.55247, 3.47069], [1.92243, 2.06598, 4.42236], [1.37572, -2.34308, -0.18543], [0.82674, -1.23952, -0.14826], [2.58138, -2.64309, 0.05626], [0.59396, -3.39360, -0.50636], [3.19165, -1.93346, 0.43586], [2.85584, -3.61355, 0.11087], [1.00516, -4.29478, -0.30917], [-0.32569, -3.39708, -0.92391], [2.70826, 1.61432, -0.86651], [3.40490, 1.22244, -2.13751], [3.04030, -0.09040, -2.61138], [1.23946, 1.61009, -0.82934], [3.02528, 2.64501, -0.70752], [3.08230, 1.00072, -0.04694], [4.48420, 1.15931, -1.99884], [3.26280, 2.06486, -2.81445], [2.16174, -0.32170, -2.30117], [0.90254, 2.32131, -1.37910]],
  "e_homo_ev": -15.301,
  "total_charge": 2
}

---

Entry 5:
{
  "formula": "C7H28N7O10",
  "method": "ωB97M-V/def2-TZVPD",
  "species": ["N", "O", "O", "O", "C", "O", "H", "H", "H", "H", "C", "O", "H", "H", "H", "H", "C", "O", "H", "H", "H", "H", "C", "O", "H", "H", "H", "H", "C", "O", "N", "N", "H", "H", "H", "H", "C", "O", "N", "N", "H", "H", "H", "H", "C", "O", "N", "N", "H", "H", "H", "H"],
  "xyz": [[-0.15327, 0.73078, 0.52714], [0.43576, -0.29574, 0.96092], [-1.34004, 0.92672, 0.78666], [0.50797, 1.54703, -0.13539], [-0.48191, 0.72306, 4.21746], [0.86025, 0.62313, 3.79651], [-0.98127, -0.20012, 3.90090], [-0.53464, 0.82217, 5.30055], [-0.99461, 1.55688, 3.72593], [0.90360, 0.17684, 2.94517], [1.72403, -3.09595, -1.28331], [0.90370, -4.23426, -1.58197], [2.57934, -3.43004, -0.69647], [2.06925, -2.61683, -2.20381], [1.11440, -2.35919, -0.76718], [1.40897, -4.83377, -2.13525], [-2.93495, 0.06875, -1.94286], [-3.46465, -0.76538, -2.98232], [-3.49924, 0.99666, -1.98532], [-3.07944, -0.41976, -0.97877], [-1.88183, 0.27251, -2.14204], [-2.78603, -1.39538, -3.23422], [0.09721, 3.68377, -2.75180], [-1.01266, 3.20500, -1.99304], [-0.27482, 4.43333, -3.44570], [0.81983, 4.14574, -2.07382], [0.64602, 2.91098, -3.29570], [-0.63022, 2.75286, -1.22370], [3.67717, 0.31251, -2.10031], [4.66469, -0.26767, -2.55511], [3.51429, 0.71711, -0.81661], [2.65136, 0.72711, -2.89190], [4.31584, 0.69246, -0.21129], [2.71240, 1.25467, -0.53994], [1.81643, 1.12688, -2.50245], [2.66164, 0.52217, -3.87426], [-4.92029, 0.87021, 1.14835], [-6.12934, 0.73395, 1.35659], [-3.97110, 0.08989, 1.69531], [-4.41009, 1.94717, 0.48878], [-3.03119, 0.27218, 1.37296], [-4.17382, -0.70886, 2.26085], [-3.41765, 2.09485, 0.41580], [-5.03451, 2.59925, 0.05715], [2.61939, -2.78132, 2.32412], [3.15310, -3.71142, 2.96235], [3.28855, -1.65537, 1.98752], [1.29945, -2.75417, 2.11577], [4.28325, -1.62558, 2.09193], [2.77773, -0.90430, 1.55192], [0.83371, -3.56891, 2.47448], [0.79824, -1.91259, 1.87942]],
  "e_homo_ev": -7.137,
  "total_charge": -1
}

---

Entry 6:
{
  "formula": "C7H28O11",
  "method": "ωB97M-V/def2-TZVPD",
  "species": ["C", "C", "C", "C", "C", "O", "C", "C", "H", "H", "H", "H", "H", "H", "H", "H", "H", "H", "O", "H", "H", "O", "H", "H", "O", "H", "H", "O", "H", "H", "O", "H", "H", "O", "H", "H", "O", "H", "H", "O", "H", "H", "O", "H", "H", "O"],
  "xyz": [[1.22500, 1.37648, 2.23987], [1.70549, 0.34645, 1.35165], [0.81570, -0.60159, 0.77280], [1.17754, -1.55060, -0.15571], [2.51595, -1.39027, -0.68305], [2.88577, -2.07385, -1.76537], [3.38422, -0.39907, -0.19358], [3.05452, 0.25717, 0.94682], [0.15928, 1.49528, 2.16225], [1.69136, 2.36571, 2.05170], [1.72063, 1.30106, 3.23247], [-0.21967, -0.41417, 1.09309], [0.27602, -1.97482, -0.61979], [2.23180, -2.80438, -1.83206], [4.36696, -0.25557, -0.67036], [3.77236, 0.95547, 1.47115], [0.70684, 3.97147, 0.87886], [0.88771, 3.65897, -0.60571], [0.96778, 3.25011, 0.29414], [-3.20596, -2.82965, -1.03270], [-3.89307, -1.59095, -0.49459], [-3.58777, -1.99725, -1.31612], [-2.75718, -0.77811, 1.50311], [-2.30354, -2.28741, 1.73808], [-2.94120, -1.69807, 1.31778], [-1.38063, -1.19398, 3.21271], [-0.68039, -0.44457, 4.45328], [-1.44549, -0.92636, 4.14291], [0.49537, 0.10177, -2.83721], [-0.02622, 0.85796, -1.61335], [-0.13219, 0.78363, -2.57344], [1.46079, 2.59784, -2.75652], [2.30683, 1.77381, -1.83680], [2.34178, 2.57453, -2.36552], [-1.25173, 2.86449, -1.60415], [-0.73787, 3.21571, -2.93397], [-0.87233, 3.62256, -2.06684], [-1.97817, -1.97000, -2.76402], [-1.63123, -3.42126, -2.30992], [-1.45529, -2.75207, -2.97055], [0.51006, -2.37142, 2.25821], [-0.47473, -3.41456, 2.81405], [-0.40093, -2.66668, 2.20916], [-3.64504, 1.55902, -1.26166], [-2.89102, 1.35566, 0.02714], [-2.74813, 1.52152, -0.90822]],
  "s_squared": 0.766,
  "spin_multiplicity": 2,
  "e_homo_ev": [-13.667, -13.675],
  "total_charge": 1
}